The following is a DFT calculation (wB97M-V/def2-TZVPD) of 2 unconnected molecules or ions with the total composition C2H3N3O4 at a distorted geometry.

## Properties
- 2S+1: 3
- LUMO energy (spin up / spin down): 0.2 / -4.3 eV
- Charge: 0
- ΔE to the lowest compared entry with this formula, charge and spin: 0.0 kJ/mol
- Frontier orbital gap (spin up / spin down): 7.9 / 6.6 eV

Geometry (Å):
C1 0.10272 1.71112 0.47013
C2 -0.63248 -0.40949 -0.47035
N1 0.14735 -0.94774 0.36869
N2 -0.57175 1.85458 1.44568
N3 -2.03418 -0.51461 -0.16483
O1 -2.74272 -0.63685 -1.17335
O2 0.92638 1.69737 -0.35287
O3 1.38285 -1.25339 0.07631
O4 -2.36857 -0.57421 1.01089
H1 -0.31437 -0.12890 -1.58676
H2 1.49715 -0.84478 -0.83144
H3 -1.54671 1.88536 1.54139



The following is a DFT calculation (wB97M-V/def2-TZVPD) of a gas-phase ion, C5H11BrN3O2 (charge +1) at a distorted geometry.

## Properties
- 2S+1: 3
- LUMO energy (spin up / spin down): -2.9 / -8.6 eV
- Charge: +1
- Frontier orbital gap (spin up / spin down): 7.7 / 4.7 eV

Geometry (Å):
C1 1.03128 0.83288 -0.57891
C2 3.35217 0.06235 1.30507
C3 -3.59053 -1.08829 -0.74478
C4 -0.52613 -0.98615 -0.15586
C5 -1.72956 0.08263 -0.15469
N1 1.98260 1.71985 0.10222
N2 0.65939 -0.18757 0.26488
N3 2.94303 1.27477 1.00611
O1 0.63850 1.05415 -1.66876
O2 -2.93332 -0.43170 0.30612
Br1 3.51718 -1.41105 0.10416
H1 3.87826 -0.01983 2.19301
H2 -2.87552 -1.72653 -1.26713
H3 -4.04880 -0.36612 -1.39708
H4 -4.45617 -1.69496 -0.37473
H5 -0.60665 -1.81033 0.54766
H6 -0.12506 -1.31470 -1.20026
H7 -1.81919 0.42287 -1.23413
H8 -1.46331 1.01141 0.40863
H9 2.30348 2.53063 -0.40534
H10 0.65537 0.01446 1.24060
H11 3.21301 2.03122 1.70320



The following is a DFT calculation (wB97M-V/def2-TZVPD) of 2 unconnected molecules or ions with the total composition C3H4N2O2 at a distorted geometry.

## Properties
- 2S+1: 1
- LUMO energy: -0.6 eV
- Charge: 0
- ΔE to the lowest compared entry with this formula, charge and spin: 497.3 kJ/mol
- Frontier orbital gap: 7.8 eV

Geometry (Å):
C1 -1.06535 0.01866 0.04721
C2 -0.49749 1.24407 0.11608
C3 1.11468 -0.21432 0.02456
H1 -3.12658 0.10430 -0.02733
H2 -2.53052 -1.25338 0.54722
H3 -0.86412 2.21926 0.28709
H4 1.54760 1.74098 0.92420
N1 -2.31162 -0.44526 -0.05185
N2 0.86460 1.06550 -0.37115
O1 2.19748 -0.67098 0.11548
O2 0.02648 -1.00943 -0.10265



The following is a DFT calculation (wB97M-V/def2-TZVPD) of a molecular structure, C19H23F5NPPd at a distorted geometry.

## Properties
- 2S+1: 3
- LUMO energy (spin up / spin down): 0.1 / -1.1 eV
- Charge: 0
- ΔE to the lowest compared entry with this formula, charge and spin: 72.3 kJ/mol
- Frontier orbital gap (spin up / spin down): 6.6 / 6.5 eV

Geometry (Å):
C1 -0.05476 -1.80403 -3.97079
C2 -0.46891 -0.49236 -3.72127
C3 -0.37891 0.07475 -2.43414
C4 0.24280 -0.66538 -1.41722
C5 0.58521 -1.99920 -1.63808
C6 0.47494 -2.54771 -2.92442
C7 -0.80763 1.49852 -2.23931
C8 -1.98116 1.82338 -1.28167
N1 -2.14319 0.97482 -0.11336
Pd1 1.10176 0.21147 0.18621
C9 1.15338 -2.84788 -0.50775
P1 0.26633 -2.64773 1.02549
H1 -0.84690 0.12995 -4.54128
H2 0.80091 -3.57117 -3.07074
H3 -0.14322 -2.23071 -4.96597
H4 2.21366 -2.61682 -0.32288
H5 1.04373 -3.91299 -0.73176
H6 0.06012 2.10124 -1.93981
H7 -1.12790 1.89342 -3.21063
H8 -1.79181 2.83794 -0.89565
C10 1.06280 -3.18934 2.51722
C11 -1.39542 -3.21945 0.83229
H9 -2.93721 1.79466 -1.85573
C12 -2.86188 -0.24057 -0.30598
C13 -2.39431 1.64680 1.13500
H10 1.17542 -1.01406 1.45136
H11 -3.93579 -0.03434 -0.52689
H12 -2.42429 -0.82001 -1.13672
H13 -2.79007 -0.85615 0.60573
H14 -3.43382 2.03904 1.19652
H15 -2.22892 0.93823 1.95757
H16 -1.65594 2.45120 1.28644
H17 -1.29682 -4.31216 0.87026
H18 -2.03004 -2.85357 1.65182
H19 -1.80189 -2.91285 -0.13660
H20 1.09108 -4.28153 2.46542
H21 2.07310 -2.76572 2.61041
H22 0.45991 -2.86615 3.37803
H23 0.22037 -0.93746 1.33907
F1 0.45554 3.51161 -0.28516
C14 1.38790 3.21512 0.66459
C15 1.60735 1.93289 1.14221
C16 2.46457 1.74423 2.20742
F2 2.61286 0.50813 2.78903
C17 3.23309 2.80033 2.69584
F3 4.12766 2.57567 3.68308
C18 3.07463 4.07233 2.14769
F4 3.83664 5.08580 2.59069
C19 2.14040 4.28238 1.13771
F5 1.96462 5.49545 0.60672



| no. | electronic energy (a.u.) |
| --- | --- |
| 1 | -542.906325 |
| 2 | -3085.415055 |
| 3 | -376.574367 |
| 4 | -1760.813474 |